No. 1
{
  "formula": "C24H21AsBr2F6N7NbO4S",
  "method": "ωB97M-V/def2-TZVPD",
  "species": ["Nb", "Br", "Br", "As", "S", "F", "F", "F", "F", "F", "F", "O", "O", "O", "O", "N", "N", "N", "N", "N", "N", "N", "C", "C", "C", "C", "C", "C", "C", "C", "C", "C", "C", "C", "C", "C", "C", "C", "C", "C", "C", "C", "C", "C", "C", "C", "H", "H", "H", "H", "H", "H", "H", "H", "H", "H", "H", "H", "H", "H", "H", "H", "H", "H", "H", "H", "H"],
  "xyz": [[10.065, 11.339, 15.524], [9.220, 4.312, 15.612], [13.146, 8.089, 17.109], [8.776, 16.221, 15.356], [10.817, 10.374, 12.090], [7.959, 17.730, 15.444], [8.356, 11.930, 14.954], [9.320, 16.408, 16.994], [7.707, 14.995, 15.914], [10.382, 15.998, 14.818], [8.174, 16.013, 13.702], [12.141, 10.172, 11.653], [9.868, 9.323, 12.378], [10.806, 9.996, 16.621], [6.830, 14.828, 21.231], [12.548, 12.950, 13.007], [11.906, 12.505, 15.264], [8.782, 9.550, 14.996], [8.371, 13.582, 19.232], [9.641, 12.700, 17.256], [10.950, 11.280, 13.605], [9.074, 15.251, 9.579], [8.958, 7.141, 15.171], [13.656, 14.138, 14.832], [9.842, 6.069, 15.698], [9.076, 13.032, 18.264], [12.921, 13.325, 15.709], [9.052, 14.487, 20.219], [13.353, 13.934, 13.452], [11.043, 6.388, 16.279], [10.320, 13.221, 9.334], [10.148, 11.623, 11.045], [10.647, 8.763, 16.083], [6.953, 8.114, 14.274], [6.187, 13.975, 20.232], [7.557, 9.359, 14.411], [8.606, 13.407, 11.021], [8.192, 14.514, 21.477], [6.988, 13.930, 18.955], [11.445, 7.721, 16.433], [10.908, 12.114, 9.972], [9.354, 13.977, 9.961], [8.981, 12.182, 11.501], [7.681, 6.979, 14.627], [11.773, 12.314, 13.904], [9.411, 8.453, 15.395], [7.048, 10.229, 14.028], [9.153, 15.534, 19.913], [5.999, 8.115, 13.802], [11.917, 11.797, 9.744], [8.399, 11.537, 12.158], [13.770, 14.459, 12.600], [6.001, 12.908, 20.617], [8.627, 15.307, 22.170], [13.048, 13.222, 16.804], [10.073, 14.049, 20.277], [7.343, 5.949, 14.708], [8.330, 15.690, 10.042], [7.800, 13.851, 11.474], [14.228, 14.994, 15.285], [8.193, 13.481, 21.947], [5.231, 14.509, 19.915], [6.583, 13.133, 18.298], [6.822, 14.952, 18.571], [9.290, 15.510, 8.623], [10.643, 13.551, 8.338], [11.678, 5.556, 16.531]],
  "mulliken_charge": [1.50, -0.10, -0.08, 1.78, 1.24, -0.34, -0.65, -0.41, -0.25, -0.26, -0.45, -0.64, -0.54, -0.60, -0.32, -0.39, -0.18, 0.08, 0.23, -0.73, -0.20, -0.29, 0.45, -0.78, -0.08, 0.32, -0.16, -0.50, -0.11, -0.50, -0.66, 0.25, 0.64, -1.30, -0.62, -0.29, -0.62, -0.56, -0.42, -0.17, -0.61, 1.01, -0.72, -0.39, 0.86, 1.11, 0.54, 0.22, 0.47, 0.54, 0.45, 0.51, 0.31, 0.33, 0.54, 0.53, 0.37, 0.26, 0.55, 0.41, 0.32, 0.32, 0.47, 0.20, 0.30, 0.38, 0.46],
  "multiplicity": 2,
  "total_energy_ev": -273438.152,
  "total_charge": 3,
  "e_above_lowest_ev": 1.197
}

No. 2
{
  "formula": "C24H21BrN5NiO3S3",
  "method": "ωB97M-V/def2-TZVPD",
  "species": ["Br", "Ni", "S", "S", "S", "O", "O", "O", "N", "N", "N", "N", "N", "C", "C", "C", "C", "C", "C", "C", "C", "C", "C", "C", "C", "C", "C", "C", "C", "C", "C", "C", "C", "C", "C", "C", "C", "H", "H", "H", "H", "H", "H", "H", "H", "H", "H", "H", "H", "H", "H", "H", "H", "H", "H", "H", "H", "H"],
  "xyz": [[-3.680, -0.679, -4.113], [-0.599, -0.732, 0.644], [4.315, -1.581, -0.187], [-0.963, 1.407, 1.582], [-2.426, 3.329, -0.218], [1.449, -1.616, 0.464], [-2.063, -1.267, 4.316], [-1.918, -3.028, 0.133], [3.689, 1.190, -4.699], [-0.575, -0.637, -1.421], [-1.703, -1.901, 2.118], [-0.273, 3.965, 0.988], [2.213, -1.937, 1.469], [2.322, 1.496, -1.468], [-2.379, -1.872, 3.304], [0.146, 2.333, -0.795], [0.320, -1.498, -3.457], [-1.961, -0.879, -3.329], [-0.910, -1.380, -4.080], [0.757, 2.249, -3.136], [0.450, -1.123, -2.127], [-0.368, 5.051, 0.031], [1.397, 1.792, -0.485], [2.342, -2.601, 3.755], [3.589, -1.947, 1.314], [3.733, -2.616, 3.664], [-2.284, -2.803, 1.280], [-1.766, -0.516, -2.014], [-3.461, -3.522, 1.942], [4.326, -2.291, 2.467], [1.619, -2.257, 2.641], [2.005, 1.733, -2.807], [2.939, 1.426, -3.859], [-3.643, -2.744, 3.234], [-0.777, 2.724, 0.367], [-1.816, 5.029, -0.492], [-0.157, 2.548, -2.137], [-1.134, 2.927, -2.406], [1.816, -2.826, 4.672], [0.666, 3.805, 1.336], [-1.054, -1.660, -5.115], [-0.145, 5.999, 0.528], [5.402, -2.288, 2.356], [-4.501, -2.069, 3.200], [0.501, 2.408, -4.177], [1.389, -1.223, -1.589], [-3.727, -3.347, 4.138], [4.341, -2.869, 4.525], [0.537, -2.179, 2.617], [1.180, -1.878, -3.993], [-2.449, 5.712, 0.074], [-1.853, 5.309, -1.546], [-4.318, -3.518, 1.269], [-2.563, -0.099, -1.410], [0.320, 4.947, -0.821], [-3.173, -4.562, 2.108], [1.616, 1.542, 0.546], [3.260, 1.026, -1.196]],
  "mulliken_charge": [-0.25, 0.70, -0.46, -0.35, -0.25, -0.47, -0.72, -0.70, -0.68, 0.71, -0.11, -0.51, 0.10, -1.15, 0.10, -0.15, -1.10, -0.45, -0.03, -0.97, -0.42, -0.54, -0.05, -0.79, 0.03, -0.20, 0.48, -0.27, -0.58, -0.65, -0.18, 0.54, 0.04, -0.38, 0.53, -0.61, -0.13, 0.39, 0.43, 0.33, 0.43, 0.46, 0.37, 0.21, 0.41, 0.52, 0.27, 0.32, 0.57, 0.50, 0.40, 0.30, 0.30, 0.53, 0.17, 0.22, 0.44, 0.37],
  "multiplicity": 2,
  "total_energy_ev": -182414.924,
  "total_charge": -2,
  "e_above_lowest_ev": 0.000
}